A cluster of 2 separate species, C48H61N7O5 in total, computed with ωB97M-V/def2-TZVPD.

Calculated values
total charge = 0
HOMO energy = -6.496 eV
HOMO-LUMO gap = 4.02 eV
ΔE to the lowest compared entry with this formula, charge and spin = 0.000 eV
multiplicity = 1

```
121
Properties=species:S:1:pos:R:3:forces:R:3:mulliken_charge:R:1
C 4.278 3.823 2.431 -0.0262 -0.0659 -0.1292 -1.339
C 3.166 3.921 3.482 -0.1153 -0.0144 -0.0022 0.046
C 3.641 3.396 4.835 -0.0540 0.1056 0.0030 -1.647
C 1.902 3.239 2.986 0.0758 0.0417 -0.0765 0.053
C 1.677 1.874 3.173 -0.0160 -0.1068 -0.3143 -0.195
C 0.574 1.231 2.608 -0.2928 0.5954 -0.1541 0.016
C 0.418 -0.277 2.686 -0.6283 -0.3194 0.4442 2.829
C 1.445 -0.978 3.573 -0.0141 0.1664 0.0501 -2.503
C 0.390 -0.915 1.308 0.2786 0.1038 -0.6150 -0.856
C -0.413 2.017 1.936 1.2459 0.6088 0.3270 0.248
C -1.648 1.400 1.458 -0.2462 -0.2613 2.0811 -1.052
N -2.645 0.933 2.308 -0.8403 -0.4556 -2.4140 1.766
C -2.582 0.620 3.744 -0.3703 0.0264 0.4490 -0.816
C -2.649 -0.725 4.154 -0.1613 -0.2804 -0.1583 0.890
C -2.852 -1.872 3.167 0.2844 0.4344 -0.2610 2.172
C -4.333 -2.229 3.091 -0.2411 0.1545 0.0225 -1.527
C -1.982 -3.093 3.454 0.1184 -0.0078 0.0587 -1.367
C -2.572 -1.027 5.519 0.1517 0.3895 -0.0030 -0.429
C -2.372 -0.021 6.461 -0.0139 -0.1761 -0.2825 -1.605
C -2.339 1.307 6.052 -0.0865 -0.2452 -0.1291 -0.513
C -2.497 1.647 4.705 -0.1888 0.2780 -0.1002 -0.373
C -2.670 3.103 4.310 0.5905 0.2350 -0.2508 2.608
C -2.410 4.108 5.438 0.0728 -0.1350 -0.0589 -2.406
C -4.056 3.345 3.715 -0.3055 -0.2569 -0.0710 -0.637
N -3.725 0.538 1.591 1.3605 0.3881 0.7205 -0.309
N -3.404 0.785 0.287 0.9832 -0.2383 0.9059 1.652
C -4.330 0.400 -0.764 -0.2863 -0.4401 0.5203 -0.611
C -4.108 -0.820 -1.431 0.5867 0.0473 0.1170 0.765
C -3.007 -1.793 -0.982 -0.2033 0.3163 0.1352 1.969
C -1.761 -1.648 -1.835 0.4535 0.1196 -0.3942 0.216
C -3.461 -3.251 -0.991 -0.2356 0.0750 0.1131 -2.038
C -4.910 -1.129 -2.526 -0.3053 0.1510 -0.0827 -0.598
C -5.983 -0.308 -2.867 0.2185 -0.0569 0.0988 -1.335
C -6.275 0.817 -2.098 -0.1758 -0.2690 -0.2958 -1.063
C -5.482 1.169 -1.017 0.5175 0.5647 0.4453 -0.007
C -5.901 2.384 -0.173 -0.1532 0.0237 -0.5323 0.623
C -4.815 3.452 -0.080 0.2834 0.0114 0.0456 -1.387
C -6.440 1.988 1.203 -0.0712 -0.3571 0.0685 -1.271
C -2.045 1.199 0.143 -1.0971 0.2598 -2.3538 2.201
C -1.349 1.363 -1.067 -1.0369 0.4461 1.3082 -3.102
C -0.185 3.416 1.734 0.2071 -0.5194 0.2030 1.065
C -1.140 4.333 0.974 -0.2136 -0.3698 0.0453 1.866
C -0.514 4.817 -0.336 0.1606 -0.0794 -0.0734 -1.629
C -1.587 5.542 1.800 -0.0316 0.0127 0.1844 -1.241
C 0.985 3.984 2.253 -0.2316 -0.2321 -0.0791 -0.471
H 3.952 4.250 1.476 0.0556 -0.0906 0.1398 0.335
H 5.171 4.366 2.758 -0.0720 -0.0709 -0.0105 0.434
H 4.554 2.775 2.257 -0.0414 0.1738 0.0324 0.277
H 2.914 4.981 3.594 0.0389 -0.0152 0.0570 0.383
H 2.822 3.402 5.562 0.1144 -0.0643 -0.0492 0.344
H 4.029 2.376 4.748 -0.0234 0.1124 0.0757 0.293
H 4.440 4.036 5.219 -0.0144 -0.1291 -0.0182 0.482
H 2.403 1.278 3.729 -0.1911 0.2443 -0.1970 0.242
H -0.571 -0.462 3.127 0.3898 0.0092 0.0394 -1.345
H 1.432 -0.558 4.586 0.1253 -0.1028 -0.1208 0.447
H 1.210 -2.047 3.653 0.0883 0.2292 -0.0852 0.405
H 2.451 -0.874 3.143 -0.1428 -0.1020 0.1859 0.450
H -0.407 -0.493 0.682 0.2293 -0.2417 0.1134 -0.335
H 1.322 -0.701 0.767 -0.4571 -0.2922 0.5289 0.377
H 0.251 -2.008 1.346 0.0498 0.3013 0.1415 0.508
H -2.558 -1.479 2.185 0.0040 -0.2311 0.1172 -0.943
H -4.882 -1.355 2.720 -0.0343 -0.3075 0.1376 0.165
H -4.498 -3.068 2.403 0.0238 0.1201 0.1542 0.436
H -4.714 -2.494 4.089 0.0410 -0.0180 -0.2728 0.345
H -0.921 -2.819 3.490 -0.1854 -0.0841 0.0304 0.095
H -2.247 -3.569 4.407 0.0497 0.0093 -0.2589 0.455
H -2.116 -3.827 2.648 0.0169 0.0958 0.2208 0.356
H -2.647 -2.064 5.845 0.0525 0.2798 -0.1229 0.336
H -2.252 -0.273 7.513 -0.0716 0.0518 -0.1856 0.388
H -2.222 2.089 6.798 -0.0599 -0.1771 -0.2326 0.455
H -1.916 3.280 3.527 -0.2387 0.0963 0.1775 -1.279
H -1.418 3.965 5.885 -0.1852 0.0810 -0.0606 0.416
H -2.459 5.131 5.040 -0.0154 -0.2678 0.1097 0.376
H -3.172 4.011 6.224 0.1818 0.0903 -0.1357 0.502
H -4.250 2.644 2.897 -0.0681 0.3012 0.1341 -0.190
H -4.826 3.161 4.483 0.1652 0.1787 -0.2051 0.361
H -4.156 4.372 3.332 0.0149 -0.2897 0.1617 0.336
H -2.756 -1.512 0.053 0.0061 -0.1719 -0.2526 -0.751
H -1.392 -0.629 -1.741 -0.0170 -0.2331 0.0905 -0.937
H -0.952 -2.314 -1.508 -0.2423 -0.0564 -0.0765 0.440
H -1.974 -1.813 -2.900 -0.0283 -0.2160 0.1859 0.470
H -4.412 -3.371 -0.460 0.0939 -0.0825 -0.0992 0.396
H -3.580 -3.602 -2.024 -0.0070 -0.0646 0.2481 0.459
H -2.704 -3.872 -0.497 -0.1373 0.0805 -0.1534 0.393
H -4.683 -2.022 -3.112 -0.2007 0.2288 0.1942 0.361
H -6.610 -0.556 -3.718 0.0978 0.0347 0.0576 0.379
H -7.131 1.449 -2.354 0.2345 -0.2778 0.1294 0.397
H -6.739 2.830 -0.732 0.1727 -0.0585 0.1126 0.728
H -4.400 3.671 -1.070 -0.0198 0.0173 0.1574 0.374
H -5.218 4.380 0.345 0.0526 -0.1899 -0.0557 0.585
H -3.995 3.108 0.560 -0.1622 0.2166 -0.1040 -0.010
H -7.366 1.414 1.094 0.0694 0.0868 0.0386 0.426
H -5.720 1.347 1.727 -0.3184 0.3392 -0.0347 -0.074
H -6.653 2.877 1.812 0.0565 -0.1578 -0.1419 0.414
H -1.909 1.344 -2.008 0.3129 0.1123 0.3802 0.504
H -0.336 1.758 -1.016 -0.3814 0.0065 0.0001 0.093
H -2.034 3.749 0.732 0.1517 0.0676 -0.0313 -0.959
H -0.190 3.972 -0.953 -0.0921 0.1915 0.0837 0.239
H -1.238 5.409 -0.910 0.1715 -0.0866 0.1054 0.455
H 0.364 5.442 -0.119 -0.1756 -0.0480 -0.1090 0.345
H -2.012 5.235 2.765 0.1163 0.1505 -0.2417 0.030
H -0.737 6.211 1.995 -0.2512 -0.0689 -0.0193 0.361
H -2.356 6.103 1.251 0.2208 -0.0807 0.1316 0.425
H 1.176 5.050 2.084 -0.0392 -0.3575 0.0958 0.278
O 5.742 1.741 -3.670 -2.4103 -0.2182 -1.1131 -0.532
N 4.760 1.792 -4.433 2.1012 1.0934 -1.4555 0.918
O 4.810 2.304 -5.576 -0.1965 -1.0258 2.0751 -0.589
C 3.458 1.275 -4.033 -1.8378 0.0483 0.5459 -0.755
C 2.357 1.381 -4.881 1.6486 -0.1116 0.8268 -0.234
C 1.058 1.019 -4.421 0.5692 -1.2212 2.6760 -0.855
N 0.047 0.855 -5.439 -2.4798 -0.5265 -2.3478 0.943
O 0.331 1.222 -6.600 -0.3189 -0.4845 2.2594 -0.602
O -1.039 0.292 -5.166 2.3851 1.2875 0.0419 -0.538
C 0.810 0.560 -3.103 -0.4493 -0.1873 -2.3497 0.615
C 1.918 0.346 -2.258 2.0494 -1.2026 1.1353 0.501
N 2.061 -0.389 -1.114 1.5309 2.0507 -1.4179 -0.321
O 3.445 -0.283 -0.804 -1.9500 0.3587 -2.2701 0.006
N 4.153 0.354 -1.792 -1.8047 -0.0009 -0.1893 -0.561
C 3.229 0.720 -2.706 1.7075 -0.1401 0.7584 1.083
H 2.505 1.673 -5.915 -0.0786 0.1641 0.2683 0.620
H -0.166 0.207 -2.793 0.0625 0.1751 -0.2529 -0.081
```
Forces are in eV/Å.